Record 1
A cluster of 11 separate species, C48H125N7O15 in total at a distorted geometry, computed with ωB97M-V with the def2-TZVPD basis set.

Each line ends with the Mulliken charge.
Positions of all 195 atoms, in Å:
H 0.81 -5.12 -3.21  0.1305
H -1.14 7.34 2.70  0.0681
H -1.99 -2.95 -0.42  0.0773
C -6.88 0.44 -6.86  -0.7807
H 1.24 5.41 -2.95  0.3492
H 2.39 3.72 -5.12  0.4977
C 2.14 -1.31 6.27  -0.1333
O 1.00 1.51 2.09  -0.4910
C 1.03 -0.35 -3.91  1.1240
H -1.48 -3.98 -1.71  0.3367
H 4.38 -1.73 6.00  0.3692
C -1.26 -1.76 2.76  -0.1251
H 4.18 -2.03 3.51  0.4805
H 2.69 6.31 -2.43  0.5573
H -0.41 2.87 2.76  -0.5376
H -1.61 2.66 -1.83  0.1779
C -1.15 0.76 2.97  -0.0692
H -4.39 -1.81 -4.79  0.3354
H -1.46 -3.34 6.24  -0.0345
H -0.73 2.50 -3.38  0.2341
H 1.12 0.77 -7.69  0.5303
H -4.10 -2.72 7.39  0.1430
H 5.60 0.00 -4.69  0.1414
H -3.27 5.96 1.96  0.4553
H 1.32 1.26 -6.08  0.0621
H 3.96 -4.01 -5.97  0.3315
H -0.52 1.30 7.55  0.3938
O 1.49 -0.92 -2.72  0.7612
H 3.99 -2.98 -4.62  -0.0468
H 0.07 -1.18 0.35  0.0922
H 2.86 -3.80 -2.52  -0.1787
C -4.24 -3.98 0.23  -0.8314
H 3.95 -5.30 -2.60  0.4018
H 0.68 5.55 4.09  0.4274
H 0.76 7.41 -4.29  0.3155
H -1.62 -5.02 6.83  0.5299
C -3.75 -6.05 1.61  -1.6714
C 3.45 -1.21 3.49  0.3219
C -1.94 -4.31 6.07  -0.9939
C 1.80 7.38 -4.63  -0.7884
H -3.89 -1.50 -1.66  -0.0492
H 2.00 -7.02 -3.82  0.3395
H 0.55 5.24 2.36  -0.0185
H 5.42 1.33 1.25  0.4936
H -1.54 -4.53 -0.03  0.0237
H -0.04 -0.93 7.56  0.6317
C -5.19 -1.50 -4.11  -0.6970
C -3.01 5.14 2.63  -1.1938
H 4.03 4.41 -3.42  0.1722
H -7.10 -0.34 -4.40  0.3802
H 3.04 2.37 -4.28  -0.0014
H 0.39 1.98 3.91  0.4524
C 1.30 -1.27 -5.05  -0.8247
O 3.15 -4.91 -4.33  -0.3336
C 0.72 -2.02 0.59  0.3017
H 7.78 2.94 -1.14  0.4673
N 1.28 -0.10 6.21  -0.3856
O 3.69 0.29 -5.57  0.2225
H 0.28 -5.83 -0.90  0.1945
H 1.75 7.86 3.37  0.1538
H 3.46 1.03 -7.55  0.5727
H -0.45 8.14 4.00  0.3486
C 4.99 1.24 0.26  -0.4288
H 1.32 0.20 5.25  0.2879
C -2.78 0.39 -1.85  0.2477
H 1.35 2.97 -3.99  -0.5692
O 3.75 -0.32 4.58  -0.3452
H -0.86 -3.83 2.69  0.3871
H -4.95 -4.32 7.31  0.3774
H -4.04 -0.48 6.79  0.4397
C 5.73 2.11 -0.71  0.4050
H 1.84 -1.99 5.47  -0.0582
H -1.90 0.95 3.74  -0.3320
C 4.12 -4.03 -4.89  -0.5125
H 2.93 0.50 -2.59  0.0381
H -7.54 1.02 -6.21  0.3306
H 5.28 3.09 -0.57  0.1102
H 2.13 -1.83 7.23  0.5066
C -1.14 1.97 -2.53  -0.1312
H -6.65 1.14 -7.66  0.2644
H -1.10 1.19 5.82  0.0983
C -3.99 -3.81 7.35  -1.3503
O -3.46 2.80 3.06  -0.3513
C -3.68 3.84 2.16  -0.0024
C -2.08 -3.97 -0.80  -0.2603
C -1.02 0.70 6.79  -0.4724
H 3.98 1.65 0.37  -0.1625
O -5.85 0.09 -5.93  -0.2804
H -3.70 -6.40 2.64  0.4539
C -6.34 -0.87 -4.96  -0.7482
H -2.81 -4.15 1.81  -1.5844
C 3.01 -4.81 -2.90  -0.0529
H 2.36 -1.48 -5.18  0.0632
H -4.21 -2.89 0.18  0.2637
H -1.53 -4.63 5.12  0.1891
N 1.77 -6.93 -2.84  -0.7486
H 0.16 1.16 0.25  -0.3512
C -0.28 -2.93 2.49  -1.2002
C 3.63 -0.94 5.89  -0.7791
N 2.87 3.56 -1.86  0.0127
H -5.26 -4.26 -0.04  0.3360
C -0.29 7.99 2.93  -1.0145
H 5.06 -1.06 -5.94  0.3609
H 1.16 -4.32 -0.95  -0.3832
N -0.51 -0.54 3.18  1.3441
H 5.16 -4.27 -4.69  0.3803
H -2.03 -1.88 3.52  0.4079
C -0.07 -0.50 6.56  -0.0136
H -3.67 2.38 0.63  0.2286
C 1.10 5.80 3.11  -0.9957
H 5.97 2.29 -2.58  0.2136
H 1.39 8.25 1.12  0.3322
H -2.09 -0.02 -1.10  -0.1408
H -2.64 -1.19 6.00  -0.1325
H -2.69 -1.32 -2.98  0.3183
H 1.47 -1.59 1.25  0.0915
H 7.58 1.18 -0.70  0.3861
H 0.49 2.86 0.59  0.2760
C -3.51 -0.85 -2.44  -0.5336
H 1.86 1.77 0.22  -0.6079
C -3.07 -0.26 6.36  -0.0339
O -3.81 -3.19 5.05  -0.6417
H 3.54 -1.04 -3.19  -0.2951
H 3.04 -0.86 -1.43  0.1909
H -4.08 -3.51 4.19  0.3046
H 3.31 -0.67 -7.38  0.4058
H -5.53 -4.69 2.60  0.2719
H 0.26 -0.54 2.53  -0.2460
N -4.66 -0.49 -3.24  -0.4002
C 1.62 -5.50 -2.60  0.3826
H -2.07 3.04 1.02  -0.2619
H 3.99 -0.05 6.42  0.3014
H -0.28 1.42 -2.15  -0.2173
H 0.85 -1.42 -7.06  0.3368
H -5.46 -2.43 -3.63  0.4088
H 1.43 0.65 -4.07  -1.1312
O 1.37 7.33 1.40  -0.4696
C -3.46 -4.18 5.97  0.7001
C 1.09 7.27 2.73  0.4502
H 7.54 2.50 0.44  0.4019
H -6.96 -1.61 -5.46  0.5314
H 1.30 -2.35 -0.27  -0.4734
H -3.46 5.49 3.56  0.4693
H -4.77 3.89 2.06  0.4866
C -3.12 3.28 0.93  -0.6369
H -2.89 -6.48 1.09  0.2939
H 2.59 -7.22 -2.32  0.3014
H 0.50 -3.02 3.25  0.1648
H -3.53 1.02 -1.37  0.3223
C 0.88 1.85 0.70  0.9765
H 0.90 -2.25 -4.78  0.4360
O -3.43 -4.39 -0.92  -0.4669
H 1.94 7.76 -5.65  0.2422
H -3.88 -5.13 5.64  0.4720
H -0.47 -1.17 5.80  -0.4131
N 0.77 -0.72 -6.34  -0.4547
C 5.05 -0.02 -5.64  -0.9873
H 5.58 0.61 -6.36  0.3101
O 5.43 1.73 -2.03  -0.3243
H 2.10 5.38 3.08  0.4254
H -4.05 2.97 3.79  0.2288
H -1.69 0.97 2.05  0.0389
C -0.08 1.85 2.94  0.0594
C 2.87 -0.58 -2.47  -0.3193
O 2.35 6.11 -4.49  -0.3190
H 3.16 4.25 -1.19  0.3559
O -2.19 0.27 7.38  -0.4656
C 1.25 -5.40 -1.13  -0.6305
H -1.93 5.09 2.71  -0.0209
H -7.41 -0.39 -7.32  0.2842
H -3.33 0.34 5.48  -0.1326
H 3.64 -0.68 2.55  -0.3067
H -3.53 -4.18 8.26  0.3503
C 3.06 0.27 -6.88  -0.6516
H 2.11 -5.71 -0.53  0.4972
H -0.05 -0.19 -3.88  0.0435
H 3.50 2.78 -1.79  -0.5355
H 4.82 0.24 -0.14  0.1541
C 1.57 0.44 -6.75  -0.8090
H -3.23 4.08 0.20  0.6520
H -0.49 8.86 2.31  0.3805
H -5.16 -3.17 2.21  0.2434
H -4.39 0.32 -3.78  0.3579
C -3.81 -4.52 1.60  2.5951
O 0.16 -3.11 1.17  -0.3405
N -4.77 -4.03 2.57  -0.5585
C 7.24 2.20 -0.56  -1.6679
H -4.61 -6.63 1.27  0.4138
C 2.40 3.24 -4.14  -0.2179
H 2.32 8.03 -3.93  0.3095
H 2.44 -1.62 3.40  -0.2063
O -2.12 1.01 -2.93  -0.3524
H -1.86 -1.62 1.86  0.0994
C 2.99 4.21 -3.16  0.3959
C 2.30 5.57 -3.13  -0.8808

Results
SMILES: COC[C@H](C)N.COC[C@H](C)N.COC[C@H](C)N.COCCNCCOC.COCCNCCOC.COCCNCCOC.COCCNCCOC.CC(C)O.CC(C)O.CC(C)O.CC(C)O
LUMO in Eh: 0.0160
HOMO-LUMO gap in eV: 8.828
Total energy in eV: -92935.63379
ΔE to the lowest compared entry with this formula, charge and spin in kJ/mol: 569.9
E_HOMO in eV: -8.3924

Record 2
A cluster of 12 separate species, C48H129N11O13S in total at a distorted geometry, computed with ωB97M-V with the def2-TZVPD basis set.

Each line ends with the Mulliken charge.
Positions of all 202 atoms, in Å:
H 13.17 15.27 17.07  0.0827
H 9.78 13.31 16.36  0.1231
H 15.24 19.07 13.85  -0.8383
H 14.69 12.83 7.23  0.4126
H 11.99 20.09 13.84  0.3953
C 19.94 10.86 16.45  -0.8392
H 18.31 14.88 17.97  0.3009
H 21.67 16.19 9.58  0.3879
C 11.42 16.29 12.94  -1.7874
H 18.07 14.98 15.01  0.0218
H 13.19 16.21 18.73  0.3589
H 13.25 13.15 9.11  0.4006
H 23.60 23.22 16.44  0.2714
S 16.22 10.26 8.96  1.2907
H 19.03 16.32 18.55  0.5201
C 21.54 14.32 15.83  0.6220
O 17.67 21.77 12.72  -0.4761
C 14.92 14.31 8.72  2.1308
H 18.77 10.92 11.47  0.0521
H 19.37 12.70 14.39  -0.5676
O 18.01 17.07 14.77  0.2644
C 18.27 10.52 10.62  -0.4651
H 12.70 15.27 14.38  -0.7882
H 14.70 15.67 13.40  -0.7479
H 16.32 13.54 7.24  0.2706
H 16.92 9.40 11.89  0.1322
H 16.98 16.69 16.79  -1.2322
H 19.20 18.58 15.37  0.4222
C 13.30 16.18 17.62  -0.6187
C 18.07 15.75 14.23  -0.4140
C 22.34 21.66 16.74  0.4096
H 23.59 16.58 14.86  0.2761
H 18.17 18.97 9.70  -0.1782
H 22.74 11.84 14.70  0.2176
C 15.43 12.02 15.16  0.4180
C 12.00 10.17 16.30  -1.2414
O 22.52 19.95 15.12  -0.4412
H 22.14 14.83 10.62  0.3121
O 14.65 16.57 17.39  -0.1272
C 22.79 12.03 13.61  -0.8525
H 19.06 10.34 9.87  0.4124
H 10.76 16.88 13.60  0.3945
C 18.54 18.19 8.97  -0.3170
H 12.76 9.52 15.86  0.3378
H 16.47 18.66 18.32  0.2342
H 15.89 18.13 10.45  0.1253
H 18.35 22.02 14.68  0.2617
H 12.43 21.43 12.71  0.2936
C 14.22 19.36 14.05  0.9149
H 19.93 9.85 16.90  0.6790
H 16.15 19.94 16.08  0.2718
C 21.94 19.37 14.00  -0.2793
H 17.87 10.64 15.92  0.3372
O 14.80 10.59 9.17  -0.6814
C 22.17 14.33 13.38  -0.4057
O 21.79 12.99 13.19  -0.1380
H 17.03 16.33 12.54  -0.7436
H 20.61 14.83 15.76  -0.3074
H 23.50 14.34 15.05  0.3846
H 20.53 24.09 14.59  0.2147
H 15.49 13.72 9.47  -1.0348
H 18.82 20.02 12.37  0.2606
H 20.42 13.35 11.20  0.2591
H 13.28 20.31 15.74  0.1930
H 19.12 24.30 15.52  0.2977
H 20.12 15.87 11.57  -0.7472
H 15.56 16.69 14.67  -0.1043
C 21.34 15.23 9.95  -1.9311
H 20.39 23.54 12.09  0.3142
C 19.03 9.94 14.28  -0.8174
H 20.69 22.94 17.05  0.2405
H 13.92 22.07 14.24  0.3193
H 17.89 15.56 19.55  0.4773
H 15.64 21.74 14.38  0.1596
H 21.03 11.15 16.06  -0.0649
H 16.36 11.70 10.73  0.0461
H 16.12 11.34 14.61  -0.0932
H 13.67 18.42 14.32  0.1871
C 15.60 15.97 18.26  -1.2058
H 13.42 10.11 17.92  0.2573
H 19.18 18.76 8.28  0.3130
H 13.18 14.66 9.80  0.0742
H 20.08 17.34 14.64  -0.4150
H 11.17 9.57 16.55  0.4419
H 12.21 16.99 12.69  0.1991
C 18.79 23.83 13.53  0.0017
C 15.57 15.78 14.09  1.1649
C 12.80 10.87 17.40  0.2286
C 16.95 16.64 17.93  2.6977
C 18.10 15.79 18.50  -2.0770
H 23.66 22.09 15.30  0.2455
H 9.95 14.08 13.60  0.3875
H 19.61 21.88 13.45  -0.2662
H 20.83 21.77 18.32  0.3825
H 16.90 13.53 13.32  -0.5278
H 22.25 16.68 15.61  0.1622
H 11.92 19.85 12.09  0.3438
H 18.26 8.41 11.37  0.5451
C 18.78 10.96 15.40  0.2914
H 22.45 11.17 13.00  0.2892
H 14.27 12.44 17.62  0.2672
N 16.97 14.28 12.62  1.1442
N 22.98 22.59 15.90  -0.6577
C 11.96 15.02 13.59  2.2094
H 15.58 15.01 14.88  -0.1919
H 18.97 13.90 11.73  -0.0679
H 12.75 17.02 17.13  0.1500
H 8.47 14.02 15.50  0.3036
C 21.59 20.66 15.89  0.1839
C 18.97 15.99 9.78  -0.0803
C 13.83 11.84 16.82  0.2536
H 14.67 12.42 14.50  0.1040
H 20.02 10.18 13.76  0.0841
C 22.53 14.74 14.78  0.3206
C 19.51 24.16 12.22  -1.4729
N 18.55 12.29 14.85  1.0986
N 17.23 17.99 18.48  -0.6597
O 19.39 17.34 9.69  -0.3984
H 20.83 21.24 15.29  -0.3709
H 23.08 21.11 17.33  0.2965
N 19.53 24.36 14.61  -0.6158
H 17.41 19.79 13.36  -0.1215
C 17.13 11.43 10.01  -0.3880
H 17.75 24.19 13.59  0.3704
C 21.39 22.38 17.64  -1.5223
H 18.31 12.96 15.55  -0.2961
H 21.12 19.87 16.49  0.2802
H 21.86 23.13 18.25  0.4287
N 22.64 16.24 14.76  -0.3806
H 18.82 23.91 11.44  0.3576
C 18.63 22.30 13.66  0.3264
H 22.98 14.57 12.73  0.8000
H 21.91 14.60 16.83  0.5480
C 16.84 15.56 13.34  1.0211
H 15.28 16.07 19.29  0.5050
H 23.83 12.29 13.26  0.3063
H 13.26 12.53 16.21  -0.4188
H 19.39 17.05 16.33  -0.4227
H 18.17 9.99 13.54  -0.4058
N 11.93 11.45 18.53  -0.7676
H 14.65 16.41 8.36  0.3752
O 15.24 16.15 10.37  0.6409
H 16.38 15.85 8.71  -0.0023
H 15.82 8.16 10.08  0.4242
C 15.04 17.48 10.71  -0.5041
H 18.95 15.48 8.83  0.4635
C 19.23 17.50 15.33  0.0187
H 19.02 15.61 13.60  -0.2179
H 10.79 16.01 12.07  0.4380
H 20.15 12.03 19.52  0.2825
H 19.09 8.95 14.72  0.5782
C 9.41 14.31 16.06  -0.7119
C 17.60 9.23 11.03  -0.6669
N 15.17 19.78 16.34  -0.5221
C 14.30 20.24 15.27  0.5284
O 13.82 19.91 12.84  -0.3033
N 12.52 14.14 12.56  -0.5935
H 12.97 14.70 11.84  -0.2258
H 21.31 14.92 13.06  -0.6477
H 19.71 25.21 12.14  0.4179
H 17.67 17.63 8.57  0.2825
C 10.83 14.22 14.24  -0.4206
H 20.68 10.60 18.89  0.3898
H 22.69 18.77 13.54  0.4797
H 21.05 18.73 14.18  -0.1710
C 20.57 11.64 18.64  -0.8671
H 21.21 14.58 9.08  0.4403
H 17.28 8.16 9.07  0.3647
C 15.25 13.78 7.34  -1.6365
H 11.66 10.91 15.59  0.1534
H 11.34 10.73 18.81  0.3004
N 13.51 14.13 8.94  -0.7204
H 11.35 12.12 18.02  0.2766
H 15.06 18.80 16.54  0.1078
C 16.72 8.74 9.81  -0.9392
H 21.51 12.22 18.50  0.2454
C 14.67 21.65 14.93  -1.3658
H 14.05 17.83 10.33  0.4029
H 21.25 13.24 15.82  -1.2449
C 20.02 15.30 10.66  1.9326
O 10.41 15.01 15.33  -0.2588
H 17.17 20.10 11.62  0.1352
H 16.23 14.22 11.96  -0.2292
N 19.64 13.93 10.93  -0.1662
H 21.75 20.12 13.24  0.4060
H 17.30 17.97 19.50  0.3422
H 14.72 22.26 15.88  0.4039
H 14.93 17.56 11.83  -0.2443
O 16.71 10.19 7.59  -0.7113
H 16.00 12.79 15.64  0.0110
H 14.93 14.46 6.61  0.4506
H 13.28 13.52 12.85  0.2474
C 12.45 20.37 12.89  -1.0376
C 15.30 15.77 8.96  -1.1196
H 15.72 14.94 18.05  0.2167
O 14.76 11.12 16.05  -0.5047
O 19.62 11.75 17.54  -0.2370
C 17.78 20.36 12.46  -0.0719
H 11.21 13.25 14.60  -0.0662
H 17.60 12.25 9.54  0.5529
H 9.20 14.81 17.00  0.3160
H 18.03 15.96 10.33  -0.3016

Results
SMILES: O=S1(=O)CCCC1.COC[C@H](C)N.COC[C@H](C)N.COC[C@H](C)N.COC[C@H](C)N.COC[C@H](C)N.COC[C@H](C)N.COC[C@H](C)N.COC[C@H](C)N.COC[C@H](C)N.COC[C@H](C)N.COC[C@H](C)N
LUMO in Eh: 0.0134
HOMO-LUMO gap in eV: 9.095
Total energy in eV: -105704.27453
ΔE to the lowest compared entry with this formula, charge and spin in kJ/mol: 0.0
E_HOMO in eV: -8.7301

Record 3
A structure of composition C48H26CeF5N5O6S at a distorted geometry, computed with ωB97M-V with the def2-TZVPD basis set.

Each line ends with the Mulliken charge.
Positions of all 92 atoms, in Å:
N 2.41 0.81 0.37  0.4800
N 6.94 -0.86 0.86  -0.7297
H -4.16 -3.83 -3.08  0.3783
C 1.97 -3.23 -3.94  -1.3853
H 5.86 -0.77 -4.08  0.4140
C -2.90 -1.98 -0.53  -0.5207
H 2.41 -4.05 -4.50  0.4320
C 3.33 -0.15 0.52  -0.5939
C 0.16 -2.22 -2.73  0.8118
F -3.49 -1.08 5.48  -0.3326
N 6.14 -3.19 0.78  -0.6944
C 5.08 1.48 0.70  -0.7686
C -2.50 -0.14 2.15  -0.3859
C 2.85 -1.55 0.49  -0.7689
C 3.75 -2.61 0.58  0.7816
H 4.54 -2.80 -4.61  0.4481
H -1.97 4.87 0.53  0.6044
O 0.61 1.91 -1.71  -0.1862
H 4.76 1.11 -2.86  0.5502
C -0.55 2.70 1.27  1.3227
C 4.12 2.46 0.57  -1.2743
C -0.84 -1.47 3.06  0.0271
C -1.64 2.52 -4.50  -0.3119
H 1.52 3.29 -3.56  0.4265
C -0.39 1.77 -2.48  1.2672
C -1.70 3.24 -5.68  -0.8081
C -2.78 -0.97 4.35  0.8038
C -0.47 2.54 -3.74  -0.0657
C 2.76 -2.10 -3.63  0.9604
C 3.25 -3.91 0.56  -0.9250
C -0.61 3.98 -6.10  -0.3766
H 1.45 -5.08 0.45  0.5396
C 2.91 0.10 -2.64  -0.1946
N 0.87 -1.17 -2.39  1.0150
O -1.98 7.40 1.73  -0.5078
C 2.16 -1.07 -2.88  -0.1982
H 6.13 1.72 0.82  0.5496
H 2.43 0.94 -2.14  0.5105
O -1.31 0.96 -2.18  -0.7154
C -0.50 6.46 3.16  1.0775
F 0.37 -2.10 3.04  -0.3502
F -1.09 -2.32 5.26  -0.3195
H 0.07 -4.14 -3.72  0.5216
C 0.56 4.00 -5.35  -0.9637
H 1.41 4.58 -5.69  0.4056
H -3.21 -1.58 0.42  0.3681
O -1.27 2.49 0.25  -0.7929
H -2.47 1.93 -4.15  0.5232
C -1.28 -0.75 1.98  0.8953
H -0.66 4.54 -7.03  0.3889
H -4.81 -2.88 -0.87  0.4619
H -2.61 3.23 -6.27  0.4170
H 4.37 3.51 0.58  0.4917
C 4.21 0.20 -3.06  -0.6691
C 5.16 -2.31 0.72  0.8435
C -3.81 -2.73 -1.26  -0.8910
H -1.88 -3.50 -3.91  0.4976
C -1.30 6.25 2.04  0.7527
C -1.23 -2.34 -2.22  0.9797
O 0.19 1.76 1.71  -0.7843
S 7.51 -2.36 0.97  0.1130
C 1.89 -4.10 0.46  -1.4986
C -2.16 -3.08 -2.95  -0.8992
C 0.28 5.47 3.69  -1.3652
C 4.83 -0.86 -3.76  -0.9926
Ce -0.28 0.31 -0.16  0.5520
C 1.07 -2.98 0.38  -0.2213
F -4.46 0.40 3.40  -0.3276
C -3.45 -3.26 -2.49  -1.0622
C -0.55 4.02 1.93  0.0998
C -3.27 -0.22 3.29  -0.0816
C -1.35 5.05 1.40  -0.9115
C 0.63 3.29 -4.17  -0.0868
H 2.01 2.82 0.27  0.5910
C 0.25 4.23 3.05  -0.4507
O -0.65 7.74 3.60  -0.5023
H 0.89 5.65 4.57  0.4221
C 0.69 -3.28 -3.52  -1.4994
F -3.00 0.59 1.11  -0.4646
C 5.62 -0.97 0.76  0.8534
N 1.53 -1.73 0.37  1.1277
H -1.07 9.20 2.20  0.2540
C -1.56 -1.60 4.23  -0.0654
C -1.62 -1.76 -1.01  0.7616
C 2.79 2.07 0.40  -0.3087
C 4.68 0.15 0.67  0.6954
H 3.94 -4.75 0.63  0.5423
H -0.01 -3.08 0.32  0.4654
H -2.45 8.70 3.27  0.2535
C 4.10 -1.98 -4.05  -0.8034
H 0.83 3.40 3.43  0.6345
C -1.57 8.37 2.70  -0.2575

Results
LUMO (spin up / spin down) in Eh: -0.0377 / -0.0375
HOMO-LUMO gap (spin up / spin down) in eV: 7.136 / 7.141
Total energy in eV: -107288.12349
ΔE to the lowest compared entry with this formula, charge and spin in kJ/mol: 0.0
E_HOMO (spin up / spin down) in eV: -8.1619 / -8.1625